# 1
ORCA calculation (ωB97M-V/def2-TZVPD) on 2 unconnected molecules or ions with the total composition C11H14N2O.

For the calculated total energy, the calculation gives -612.3317 hartree. The LUMO energy is 0.030 Eh. For the frontier orbital gap, the calculation gives 8.72 eV. The calculation puts the energy above the lowest of the compared OMol25 structures with the same formula, charge and spin at 11.9 kcal/mol. The structure (SMILES) is Cc1c[nH]c2ccccc12.CC(N)=O. As for the HOMO energy: -7.9 eV. The strongest force on any atom is 1.86 eV/A. Its total charge is 0.

Each line ends with the natural charge from an NBO analysis.
Atoms and positions in Å:
C (2.125, 2.762, 0.137)  -0.7271
C (1.446, 2.275, 1.392)  0.6768
O (0.546, 2.814, 2.000)  -0.6080
N (2.137, 1.232, 1.959)  -0.8353
H (2.024, 2.079, -0.719)  0.2383
H (3.214, 2.823, 0.242)  0.2266
H (1.783, 0.847, 2.817)  0.4008
H (2.884, 0.771, 1.470)  0.3916
H (1.743, 3.740, -0.136)  0.2404
C (-1.443, -0.115, 2.046)  -0.6388
C (-0.812, -1.103, -0.283)  -0.0978
C (-1.785, -0.558, 0.645)  -0.0736
C (-1.403, -1.109, -1.547)  0.1401
C (-2.858, -0.210, -0.104)  -0.0314
C (0.443, -1.706, -0.085)  -0.2028
C (-0.681, -1.481, -2.696)  -0.2374
C (1.108, -2.167, -1.198)  -0.2322
C (0.578, -1.985, -2.501)  -0.2228
N (-2.645, -0.537, -1.436)  -0.5313
H (0.807, -1.839, 0.934)  0.2134
H (-1.443, -0.960, 2.719)  0.2123
H (-2.227, 0.567, 2.371)  0.2200
H (-3.781, 0.270, 0.162)  0.2088
H (-3.378, -0.577, -2.119)  0.4084
H (-1.111, -1.364, -3.682)  0.2130
H (2.048, -2.710, -1.139)  0.2063
H (1.248, -2.285, -3.292)  0.2109
H (-0.567, 0.528, 2.043)  0.2308

Force components x, y, z for each atom (eV/Å):
C 0.0241 0.0788 -0.9558
C 1.5584 -0.1522 1.0070
O -0.3753 0.0242 -0.6588
N -0.3658 -0.0807 -0.1442
H -0.4677 0.0709 0.2847
H -0.2147 0.1445 0.4544
H 0.0533 -0.0843 -0.0081
H -0.1204 -0.0635 0.0567
H -0.0779 0.0287 -0.0637
C -1.2732 0.2764 -0.7062
C -0.4738 -0.5892 0.6854
C 1.0550 0.7706 -0.0747
C 0.5277 0.3229 -0.8119
C -0.1489 -0.2427 -0.3804
C -0.2103 0.0226 0.0013
C -0.3671 0.0373 0.1600
C 0.1058 0.0131 -0.2868
C 0.4885 -0.3086 0.7517
N -0.2049 -0.0299 0.3362
H 0.1198 0.0573 -0.3102
H 0.5258 -0.0693 0.4000
H -0.2072 -0.0982 0.2236
H -0.0963 0.0869 0.2153
H 0.1089 0.0450 -0.1173
H 0.0258 -0.0350 -0.0575
H -0.0479 0.2499 0.2536
H -0.3274 -0.0107 -0.4360
H 0.3857 -0.4649 0.1817

***

# 2
ORCA calculation (ωB97M-V/def2-TZVPD) on a molecular structure, C32H34As2BF6N3O3RuS2.

For the calculated total energy, the calculation gives -7616.9542 hartree. The LUMO energy (spin up / spin down) is 0.135 / 0.135 Eh. As for the spin multiplicity: 5. Its expectation value of S² is 6.02. For the frontier orbital gap (spin up / spin down), the calculation gives 5.15 / 6.13 eV. The calculation puts the energy above the lowest of the compared OMol25 structures with the same formula, charge and spin at 0.4 kcal/mol. As for the HOMO energy (spin up / spin down): -1.5 / -2.5 eV. The strongest force on any atom is 0.33 eV/A. Its total charge is -2.

Each line ends with the Löwdin spin population.
Atoms and positions in Å:
Ru (-0.005, 1.720, 1.076)  3.3095
S (-1.155, 3.572, 2.662)  0.1059
C (-1.321, 4.446, 1.196)  0.0283
S (-0.614, 3.733, -0.221)  0.1493
C (-1.979, 5.670, 1.117)  0.0163
C (-2.576, 6.281, 2.256)  0.0061
N (-3.084, 6.809, 3.148)  0.0096
C (-2.106, 6.386, -0.106)  0.0062
N (-2.230, 7.002, -1.075)  0.0067
C (2.087, -1.700, 1.708)  -0.0002
As (2.595, -0.080, 2.587)  0.0154
C (2.937, -0.509, 4.422)  0.0054
C (4.238, 0.553, 1.817)  0.0026
O (1.504, 1.182, 2.528)  0.1180
H (2.866, -2.442, 1.886)  0.0000
H (1.957, -1.505, 0.651)  0.0000
H (1.153, -2.048, 2.135)  0.0000
H (3.726, -1.259, 4.484)  0.0009
H (2.024, -0.909, 4.857)  0.0001
H (3.234, 0.403, 4.936)  0.0002
H (4.981, -0.241, 1.753)  0.0004
H (4.607, 1.368, 2.439)  0.0001
H (4.015, 0.931, 0.819)  0.0000
N (-1.701, 0.360, 1.998)  0.0652
H (-2.355, 1.057, 2.342)  0.0028
H (-1.272, -0.095, 2.801)  0.0038
H (-2.214, -0.355, 1.493)  0.0035
C (0.892, 0.436, -0.728)  0.0213
C (1.920, 0.781, -1.368)  0.0520
C (3.038, 1.171, -2.025)  0.0293
C (3.026, 2.530, -2.614)  0.0043
C (4.196, 3.283, -2.775)  0.0038
C (4.156, 4.585, -3.253)  0.0002
C (2.945, 5.184, -3.571)  0.0043
C (1.773, 4.459, -3.398)  0.0003
C (1.815, 3.155, -2.937)  0.0033
C (4.166, 0.244, -2.183)  0.0054
C (5.098, 0.370, -3.228)  0.0052
C (6.130, -0.539, -3.394)  0.0004
C (6.278, -1.620, -2.535)  0.0069
C (5.354, -1.777, -1.510)  0.0000
C (4.326, -0.867, -1.340)  0.0061
H (5.149, 2.857, -2.490)  0.0002
H (5.080, 5.142, -3.354)  -0.0001
H (2.912, 6.207, -3.925)  0.0003
H (0.813, 4.917, -3.601)  0.0002
H (0.889, 2.613, -2.789)  0.0003
H (4.992, 1.182, -3.934)  0.0003
H (6.823, -0.405, -4.218)  -0.0001
H (7.086, -2.329, -2.668)  0.0005
H (5.431, -2.621, -0.833)  -0.0002
H (3.614, -1.017, -0.543)  0.0009
F (-0.161, -1.648, 3.908)  0.0004
As (-0.148, -3.232, 4.678)  0.0000
F (-0.736, -3.930, 3.195)  0.0000
F (1.493, -3.451, 4.121)  0.0000
F (-0.108, -4.796, 5.423)  0.0000
F (0.471, -2.493, 6.124)  0.0000
F (-1.770, -2.983, 5.223)  0.0001
C (-6.700, -1.225, -0.608)  0.0000
C (-5.949, -2.446, -1.159)  0.0000
C (-6.148, -2.515, -2.680)  0.0000
C (-6.567, -3.701, -0.543)  0.0000
C (-4.458, -2.313, -0.843)  -0.0002
C (-3.775, -3.231, -0.049)  0.0002
C (-2.412, -3.107, 0.247)  -0.0002
C (-1.757, -2.031, -0.297)  0.0003
O (-0.454, -1.658, -0.155)  -0.0019
B (-0.341, -0.408, -0.804)  -0.0020
O (-1.569, -0.085, -1.418)  0.0022
C (-2.427, -1.087, -1.069)  -0.0001
C (-3.764, -1.205, -1.357)  0.0001
H (-7.768, -1.303, -0.831)  0.0000
H (-6.331, -0.296, -1.044)  0.0000
H (-6.577, -1.156, 0.475)  0.0000
H (-7.211, -2.603, -2.920)  0.0000
H (-5.626, -3.380, -3.095)  0.0000
H (-5.763, -1.623, -3.174)  0.0000
H (-7.626, -3.750, -0.807)  0.0000
H (-6.493, -3.693, 0.546)  0.0000
H (-6.085, -4.608, -0.913)  0.0000
H (-4.304, -4.072, 0.377)  0.0000
H (-1.901, -3.798, 0.905)  0.0000
H (-4.253, -0.445, -1.952)  0.0000

Force components x, y, z for each atom (eV/Å):
Ru 0.0019 0.1794 0.1127
S -0.0313 -0.0046 0.0310
C 0.0046 0.0265 0.0038
S 0.0239 -0.0377 -0.0843
C -0.0050 0.0026 -0.0071
C -0.0337 -0.0246 -0.0002
N 0.0191 0.0140 0.0022
C 0.0202 0.0093 0.0090
N -0.0110 -0.0047 -0.0073
C 0.0125 0.0247 -0.0058
As 0.0216 0.0122 0.0316
C 0.0262 0.0316 -0.0014
C -0.0007 -0.0144 -0.0064
O -0.0483 -0.1211 0.0016
H -0.0077 0.0125 0.0027
H 0.0075 0.0119 -0.0878
H 0.0200 0.0203 -0.0199
H -0.0031 -0.0073 0.0064
H -0.0048 0.0060 0.0072
H 0.0028 0.0000 -0.0006
H -0.0075 -0.0036 -0.0024
H -0.0084 0.0016 -0.0004
H -0.0050 0.0081 -0.0026
N 0.0736 -0.0476 0.0115
H 0.0124 0.0108 0.0147
H -0.0248 -0.0068 -0.0002
H -0.0260 0.0147 0.0077
C 0.0806 0.0087 -0.2381
C 0.0557 -0.2657 0.1889
C -0.0104 0.1693 -0.0750
C -0.0038 -0.0227 -0.0086
C 0.0050 0.0251 0.0131
C 0.0034 -0.0035 0.0051
C -0.0025 0.0036 -0.0051
C -0.0031 -0.0146 0.0004
C -0.0026 0.0158 -0.0125
C -0.0486 0.0362 -0.0040
C 0.0075 -0.0015 -0.0077
C -0.0018 -0.0014 0.0039
C 0.0147 -0.0054 -0.0128
C -0.0108 0.0023 0.0126
C 0.0220 -0.0236 -0.0262
H -0.0039 0.0093 0.0092
H 0.0018 0.0026 -0.0020
H -0.0014 0.0008 -0.0003
H -0.0020 0.0039 0.0037
H 0.0006 0.0014 -0.0052
H 0.0041 -0.0194 -0.0039
H 0.0000 0.0036 -0.0016
H 0.0009 -0.0013 -0.0006
H 0.0001 0.0059 -0.0002
H -0.0702 -0.0222 0.0479
F -0.0365 -0.0500 0.0606
As 0.0053 -0.0365 -0.0312
F 0.0383 0.0430 0.0523
F -0.0172 -0.0088 0.0133
F -0.0017 0.0211 -0.0031
F -0.0075 -0.0047 0.0053
F -0.0174 0.0139 -0.0170
C -0.0006 -0.0026 0.0009
C 0.0037 0.0040 0.0054
C 0.0021 -0.0003 0.0021
C -0.0006 0.0010 0.0025
C 0.0007 0.0004 0.0106
C 0.0011 -0.0028 -0.0080
C -0.0198 -0.0029 -0.0186
C 0.0143 -0.0152 0.0024
O -0.0120 -0.0336 -0.0080
B 0.0337 0.0557 0.0792
O -0.0397 -0.0244 -0.0111
C -0.0048 0.0250 -0.0065
C 0.0093 -0.0024 -0.0072
H 0.0002 0.0002 0.0001
H -0.0008 -0.0011 -0.0001
H -0.0001 0.0000 0.0009
H 0.0001 -0.0010 0.0008
H 0.0002 0.0002 0.0000
H 0.0008 -0.0003 0.0009
H 0.0002 -0.0016 0.0012
H 0.0013 -0.0004 0.0019
H 0.0004 -0.0007 0.0007
H -0.0018 0.0031 0.0017
H -0.0164 0.0003 -0.0313
H 0.0009 0.0005 0.0027

***

Which of these has the lowest energy above the lowest of the compared OMol25 structures with the same formula, charge and spin?
C32H34As2BF6N3O3RuS2

***

Repeat the first record exactly.
ORCA calculation (ωB97M-V/def2-TZVPD) on 2 unconnected molecules or ions with the total composition C11H14N2O.

For the calculated total energy, the calculation gives -612.3317 hartree. The LUMO energy is 0.030 Eh. For the frontier orbital gap, the calculation gives 8.72 eV. The calculation puts the energy above the lowest of the compared OMol25 structures with the same formula, charge and spin at 11.9 kcal/mol. The structure (SMILES) is Cc1c[nH]c2ccccc12.CC(N)=O. As for the HOMO energy: -7.9 eV. The strongest force on any atom is 1.86 eV/A. Its total charge is 0.

Each line ends with the natural charge from an NBO analysis.
Atoms and positions in Å:
C (2.125, 2.762, 0.137)  -0.7271
C (1.446, 2.275, 1.392)  0.6768
O (0.546, 2.814, 2.000)  -0.6080
N (2.137, 1.232, 1.959)  -0.8353
H (2.024, 2.079, -0.719)  0.2383
H (3.214, 2.823, 0.242)  0.2266
H (1.783, 0.847, 2.817)  0.4008
H (2.884, 0.771, 1.470)  0.3916
H (1.743, 3.740, -0.136)  0.2404
C (-1.443, -0.115, 2.046)  -0.6388
C (-0.812, -1.103, -0.283)  -0.0978
C (-1.785, -0.558, 0.645)  -0.0736
C (-1.403, -1.109, -1.547)  0.1401
C (-2.858, -0.210, -0.104)  -0.0314
C (0.443, -1.706, -0.085)  -0.2028
C (-0.681, -1.481, -2.696)  -0.2374
C (1.108, -2.167, -1.198)  -0.2322
C (0.578, -1.985, -2.501)  -0.2228
N (-2.645, -0.537, -1.436)  -0.5313
H (0.807, -1.839, 0.934)  0.2134
H (-1.443, -0.960, 2.719)  0.2123
H (-2.227, 0.567, 2.371)  0.2200
H (-3.781, 0.270, 0.162)  0.2088
H (-3.378, -0.577, -2.119)  0.4084
H (-1.111, -1.364, -3.682)  0.2130
H (2.048, -2.710, -1.139)  0.2063
H (1.248, -2.285, -3.292)  0.2109
H (-0.567, 0.528, 2.043)  0.2308

Force components x, y, z for each atom (eV/Å):
C 0.0241 0.0788 -0.9558
C 1.5584 -0.1522 1.0070
O -0.3753 0.0242 -0.6588
N -0.3658 -0.0807 -0.1442
H -0.4677 0.0709 0.2847
H -0.2147 0.1445 0.4544
H 0.0533 -0.0843 -0.0081
H -0.1204 -0.0635 0.0567
H -0.0779 0.0287 -0.0637
C -1.2732 0.2764 -0.7062
C -0.4738 -0.5892 0.6854
C 1.0550 0.7706 -0.0747
C 0.5277 0.3229 -0.8119
C -0.1489 -0.2427 -0.3804
C -0.2103 0.0226 0.0013
C -0.3671 0.0373 0.1600
C 0.1058 0.0131 -0.2868
C 0.4885 -0.3086 0.7517
N -0.2049 -0.0299 0.3362
H 0.1198 0.0573 -0.3102
H 0.5258 -0.0693 0.4000
H -0.2072 -0.0982 0.2236
H -0.0963 0.0869 0.2153
H 0.1089 0.0450 -0.1173
H 0.0258 -0.0350 -0.0575
H -0.0479 0.2499 0.2536
H -0.3274 -0.0107 -0.4360
H 0.3857 -0.4649 0.1817

***

Look up the total charge of the second one.
-2